{"formula": "C31H30NO8S", "method": "ωB97M-V/def2-TZVPD", "energy_ha": -2253.7123, "homo_lumo_gap_ev": 7.76, "total_charge": 1, "species": ["C", "C", "S", "C", "N", "C", "C", "C", "C", "H", "H", "H", "H", "H", "H", "H", "H", "H", "H", "H", "H", "H", "H", "C", "C", "C", "O", "C", "C", "C", "O", "H", "H", "H", "H", "C", "C", "C", "O", "C", "C", "C", "O", "H", "H", "H", "H", "C", "C", "C", "O", "C", "C", "C", "O", "H", "H", "H", "H", "C", "C", "C", "O", "C", "C", "C", "O", "H", "H", "H", "H"], "coordinates": [[4.50052, -2.23871, -0.90518], [4.03552, -1.44760, -2.20329], [3.40183, 0.24219, -1.87039], [1.91605, 0.09210, -0.73895], [1.11668, -1.06650, -1.25949], [0.72560, -1.02873, -2.49579], [-0.02300, -2.38625, -2.75632], [0.22799, -3.32445, -1.49524], [0.77082, -2.26684, -0.48137], [5.50209, -2.68070, -1.13160], [4.63512, -1.58356, -0.01939], [3.84311, -3.11258, -0.68547], [3.29458, -2.11156, -2.71449], [4.93343, -1.36051, -2.85648], [2.31554, -0.12613, 0.27956], [1.34167, 1.03824, -0.73834], [0.91071, -0.21231, -3.21879], [0.60382, -2.83306, -3.56747], [-1.08444, -2.27546, -3.06644], [-0.69555, -3.85572, -1.17281], [0.89251, -4.16256, -1.79396], [1.56516, -2.57254, 0.23829], [-0.09203, -1.98348, 0.16639], [-4.66991, 1.63203, -2.26976], [-4.55765, 2.62209, -1.38368], [-3.33966, 2.77915, -0.55918], [-3.23319, 3.67630, 0.24927], [-2.24804, 1.79645, -0.75595], [-2.36270, 0.80906, -1.64107], [-3.58079, 0.65198, -2.46499], [-3.67475, -0.25253, -3.27171], [-5.55196, 1.50134, -2.88018], [-5.34208, 3.34751, -1.22767], [-1.36372, 1.92806, -0.14395], [-1.57665, 0.08029, -1.79865], [3.95375, 1.55555, 5.27755], [2.89165, 0.96489, 4.73090], [2.96367, 0.35364, 3.38793], [1.99238, -0.18810, 2.88255], [4.25426, 0.42004, 2.67472], [5.31811, 1.00895, 3.21652], [5.24861, 1.62209, 4.56296], [6.21492, 2.15663, 5.05858], [3.92116, 2.00928, 6.25963], [1.93747, 0.90550, 5.23862], [4.28197, -0.03632, 1.69230], [6.27148, 1.06677, 2.70652], [3.21627, -3.58017, 3.39893], [2.96485, -4.59088, 2.56889], [3.82697, -5.79325, 2.54028], [3.59765, -6.71151, 1.78103], [4.97768, -5.83060, 3.47026], [5.22950, -4.81884, 4.30114], [4.36708, -3.61698, 4.32859], [4.59168, -2.69335, 5.08347], [2.59691, -2.69148, 3.43357], [2.12683, -4.58160, 1.88238], [5.59650, -6.71804, 3.43575], [6.06688, -4.82835, 4.98717], [-9.72195, 5.07090, -2.45628], [-8.77480, 4.13693, -2.52857], [-7.44442, 4.43741, -3.10043], [-6.57829, 3.58316, -3.16845], [-7.20317, 5.81266, -3.58769], [-8.14954, 6.74750, -3.51592], [-9.48146, 6.44796, -2.94373], [-10.34237, 7.29773, -2.87603], [-10.70166, 4.87009, -2.04196], [-8.93255, 3.12516, -2.17662], [-6.22321, 6.01282, -4.00204], [-7.99139, 7.75887, -3.86804]], "mulliken_charge": [-0.6089, -0.3190, -0.1070, 0.1430, 0.3856, -0.3725, -0.5041, -0.7525, -0.3250, 0.3709, -0.0210, 0.1615, 0.1541, 0.4825, -0.3161, 0.2885, 0.3846, 0.3564, 0.4097, 0.3505, 0.3154, 0.1871, 0.3282, -0.3283, -0.3424, 0.0354, -0.5187, -0.3294, 0.0485, 0.2970, -0.5501, 0.5018, 0.4320, 0.4428, 0.2942, -0.4248, -0.4398, 0.5458, -0.5618, 0.3830, -0.4728, 0.2537, -0.5229, 0.4368, 0.4489, -0.0524, 0.4503, -0.2132, -0.4012, 0.2746, -0.5502, -0.3792, -0.3804, 0.3472, -0.5371, 0.4338, 0.5430, 0.4291, 0.4300, -0.3875, -0.2650, 0.3921, -0.4863, -0.3431, -0.3746, 0.3196, -0.5235, 0.4080, 0.4205, 0.4214, 0.4035]}

{"formula": "C47H55F2N3O2S", "method": "ωB97M-V/def2-TZVPD", "energy_ha": -2736.4184, "homo_lumo_gap_ev": 3.89, "total_charge": 0, "species": ["C", "C", "C", "C", "C", "C", "C", "C", "C", "C", "C", "C", "C", "C", "N", "C", "C", "C", "C", "C", "C", "C", "C", "N", "C", "C", "C", "C", "C", "C", "C", "C", "C", "C", "C", "C", "C", "C", "C", "C", "H", "H", "H", "H", "H", "H", "H", "H", "H", "H", "H", "H", "H", "H", "H", "H", "H", "H", "H", "H", "H", "H", "H", "H", "H", "H", "H", "H", "H", "H", "H", "H", "H", "H", "H", "H", "H", "H", "H", "H", "H", "H", "H", "H", "H", "H", "H", "H", "H", "H", "F", "C", "F", "S", "N", "C", "O", "C", "C", "C", "C", "C", "C", "C", "O", "H", "H", "H", "H", "H"], "coordinates": [[-0.09562, -0.04131, -3.21260], [1.18049, -0.45407, -2.49573], [1.59527, -1.82983, -3.03440], [2.27278, 0.56139, -2.82097], [1.03768, -0.49446, -0.95551], [2.09229, -0.96324, -0.21297], [1.75720, -1.51242, 1.11621], [0.94119, -0.58858, 1.89179], [-0.00862, 0.13669, 1.23276], [-0.82878, 1.17288, 2.01876], [-2.19815, 0.63482, 2.42718], [-0.96151, 2.44442, 1.18459], [-0.12857, 1.52814, 3.33163], [-0.14705, -0.17367, -0.19552], [-1.35870, -0.72178, -0.65028], [-1.52201, -2.10934, -0.75696], [-0.50222, -3.01450, -0.54268], [-0.56086, -4.41609, -0.89413], [-1.01124, -4.81857, -2.17177], [-1.28875, -6.15873, -2.41521], [-1.01645, -7.11695, -1.42929], [-0.41207, -6.74267, -0.22404], [-0.14003, -5.39962, 0.03195], [-2.88868, -2.33890, -0.70166], [-3.52909, -3.62335, -0.65436], [-3.39774, -4.45497, 0.49195], [-3.13941, -3.96555, 1.95626], [-2.78308, -5.14271, 2.87193], [-4.44324, -3.32586, 2.45131], [-2.01055, -2.96601, 2.13348], [-3.77606, -5.79585, 0.34518], [-4.65607, -6.17622, -0.65842], [-5.01242, -5.24806, -1.61662], [-4.30716, -4.04501, -1.75117], [-4.52215, -3.31548, -3.10713], [-4.59620, -4.35629, -4.23958], [-3.42820, -2.35249, -3.54690], [-5.85625, -2.56918, -3.03349], [-3.54402, -1.10809, -0.65947], [-2.61657, -0.13344, -0.64823], [-0.45092, 0.93682, -2.87786], [0.11043, 0.01826, -4.28922], [-0.88703, -0.78281, -3.07865], [2.61940, -2.08230, -2.74301], [0.92643, -2.61515, -2.66118], [1.54788, -1.82661, -4.13064], [3.21792, 0.28463, -2.34697], [2.42794, 0.61348, -3.90420], [1.97803, 1.55376, -2.46181], [3.05819, -1.18918, -0.66275], [1.08434, -2.41224, 0.98248], [1.03323, -0.63327, 2.97738], [-2.09157, -0.30634, 2.98045], [-2.69008, 1.36670, 3.08386], [-2.85194, 0.46308, 1.56857], [0.03902, 2.84194, 0.97112], [-1.47085, 2.26016, 0.23316], [-1.52831, 3.19482, 1.74899], [0.89566, 1.88726, 3.16265], [-0.68035, 2.33348, 3.83124], [-0.10977, 0.67435, 4.01749], [0.43424, -2.62535, -0.19056], [-1.10962, -4.05152, -2.94201], [-1.72076, -6.44844, -3.37592], [-1.27725, -8.16140, -1.61060], [-0.15963, -7.49137, 0.52917], [0.37575, -5.07629, 0.94172], [-1.90676, -5.68086, 2.48856], [-2.52932, -4.76909, 3.87311], [-3.61835, -5.84248, 2.98800], [-4.71011, -2.45668, 1.83733], [-5.26538, -4.05026, 2.38831], [-4.34683, -3.00135, 3.49677], [-2.15854, -2.05971, 1.54535], [-1.95635, -2.66741, 3.19369], [-1.04109, -3.40849, 1.87558], [-3.44537, -6.55728, 1.05128], [-5.06464, -7.18933, -0.68535], [-5.81251, -5.49526, -2.31412], [-5.47506, -5.00447, -4.16645], [-4.64974, -3.84828, -5.21165], [-3.69568, -4.98393, -4.23923], [-3.44068, -1.40963, -2.99855], [-2.43899, -2.81555, -3.47676], [-3.59588, -2.10064, -4.60618], [-5.82946, -1.80152, -2.25138], [-6.07490, -2.07650, -3.99017], [-6.67519, -3.25996, -2.80205], [-4.62084, -1.04101, -0.66413], [-2.73128, 0.94013, -0.66363], [3.10976, -1.79942, 4.41367], [3.59086, -1.43554, 3.16583], [4.96325, -1.59226, 3.14694], [2.94891, -2.58686, 1.89389], [4.40066, 2.20623, 2.29808], [5.68790, 2.70585, 2.10218], [6.57993, 2.21730, 1.41867], [5.80844, 3.99239, 2.89056], [4.59608, 4.21606, 3.49059], [4.36530, 5.34066, 4.28863], [5.40494, 6.27570, 4.43147], [6.66166, 6.03440, 3.82981], [6.87588, 4.87362, 3.06748], [3.70471, 3.04562, 3.13121], [2.55999, 2.89461, 3.56999], [3.38499, -0.38056, 2.97421], [3.39708, 5.48218, 4.76429], [5.25428, 7.18884, 5.01350], [7.46786, 6.75724, 3.97318], [7.83887, 4.65620, 2.61227]], "mulliken_charge": [-1.7792, 2.1178, -1.7895, -1.8026, 0.0056, -0.7539, 0.3040, -0.7237, 0.3901, 2.3315, -1.4804, -1.6745, -2.4354, 0.0481, 1.5639, 0.8043, -1.5813, -0.2116, 0.1045, -0.9475, -0.6139, -0.7299, -0.2327, 1.8304, -1.0292, 0.4497, 2.3664, -2.2549, -1.8877, -0.7628, -0.0522, -1.4654, -0.7969, 0.4014, 2.1308, -1.6953, -1.5213, -1.6680, -0.8507, -1.5620, 0.1995, 0.5499, 0.3632, 0.3530, 0.4005, 0.4555, 0.3693, 0.4758, 0.4042, 0.5725, -0.8439, 0.5531, 0.1293, 0.6082, 0.3648, 0.3639, 0.1900, 0.4906, 0.8686, 0.4322, 0.3152, 0.7711, 0.3743, 0.3430, 0.4037, 0.4028, 0.4562, 0.3878, 0.4212, 0.4864, 0.2743, 0.3863, 0.4553, -0.8280, 0.9997, -0.0608, 0.4622, 0.4183, 0.3856, 0.4022, 0.4686, 0.2786, 0.2500, -0.0454, 0.6666, 0.2198, 0.4373, 0.3546, 0.4686, 0.7478, -0.2569, 1.1917, -0.2717, -0.1802, -0.2545, 0.0561, -0.7078, 0.1469, 0.1826, -0.3351, -0.4377, -0.3929, -0.3761, 0.2471, -0.7945, -0.3617, 0.4312, 0.3640, 0.3611, 0.4387]}

{"formula": "C19H19N7O4PPt", "method": "ωB97M-V/def2-TZVPD", "energy_ha": -1880.1145, "homo_lumo_gap_ev": 8.03, "e_above_lowest_kj_mol": 0.00, "total_charge": 1, "species": ["Pt", "C", "N", "C", "C", "N", "C", "P", "C", "N", "C", "C", "N", "C", "C", "N", "C", "C", "N", "C", "H", "H", "H", "H", "H", "H", "H", "H", "H", "H", "H", "H", "H", "H", "H", "O", "C", "C", "C", "C", "C", "C", "C", "O", "N", "O", "O", "H", "H", "H", "H"], "coordinates": [[1.43459, 0.55675, 0.07955], [-1.20943, 0.48715, -4.70418], [-0.46488, 0.98904, -3.55493], [-0.03471, 2.27691, -3.39260], [0.60561, 2.33013, -2.19172], [0.56185, 1.08387, -1.63326], [-0.09489, 0.28120, -2.46403], [-0.47445, -1.48214, -2.19736], [1.16771, -1.93941, -1.54811], [1.91304, -1.22304, -0.71219], [3.05975, -1.92509, -0.46577], [3.00884, -3.08671, -1.17432], [1.82162, -3.08264, -1.85233], [1.35636, -4.13943, -2.74319], [-1.41535, -1.38441, -0.64505], [-1.00569, -0.75851, 0.44091], [-2.00342, -0.90358, 1.35575], [-3.02942, -1.62907, 0.80988], [-2.65146, -1.93281, -0.46534], [-3.43265, -2.70085, -1.42374], [-1.33066, 1.30332, -5.41001], [-2.19198, 0.13488, -4.39780], [-0.66349, -0.32134, -5.18488], [-0.21292, 3.03293, -4.13635], [1.08131, 3.15284, -1.68927], [3.82396, -1.54755, 0.18919], [3.70805, -3.89939, -1.25907], [2.12338, -4.90685, -2.78488], [1.19079, -3.74568, -3.74340], [0.43614, -4.57923, -2.36466], [-1.93836, -0.48067, 2.34437], [-3.97692, -1.94998, 1.20758], [-4.36293, -2.99574, -0.94716], [-2.89483, -3.59683, -1.72749], [-3.66351, -2.10015, -2.30144], [2.31306, 0.00577, 1.81443], [1.95658, 0.49528, 2.90496], [1.17987, 1.66612, 3.12628], [0.91338, 1.98193, 4.47547], [0.19672, 3.09817, 4.78042], [-0.28940, 3.95113, 3.77568], [-0.04096, 3.67232, 2.46321], [0.70292, 2.52539, 2.08262], [0.93821, 2.34725, 0.82669], [-0.07484, 3.41520, 6.18724], [0.34557, 2.64474, 7.02703], [-0.69912, 4.43021, 6.41752], [2.30602, -0.03698, 3.79431], [1.27840, 1.34695, 5.27173], [-0.86214, 4.82132, 4.06346], [-0.40533, 4.31726, 1.67623]], "mulliken_charge": [1.0123, -0.7971, 0.2053, -0.4157, -0.4337, -0.2798, 0.1820, -0.2892, 0.2176, -0.2925, -0.4561, -0.3690, 0.1994, -0.8044, -0.0867, -0.0447, -0.6549, -0.3584, 0.1562, -0.7630, 0.3199, 0.3021, 0.3303, 0.4164, 0.5013, 0.4911, 0.4147, 0.3207, 0.3349, 0.3044, 0.5200, 0.4153, 0.3076, 0.2996, 0.2902, -0.6238, 0.0820, 0.6665, -0.5363, -0.4079, -0.4690, -0.6503, 0.6026, -0.8055, 1.0122, -0.6125, -0.6094, 0.4127, 0.4928, 0.4880, 0.4616]}

{"formula": "C6H7N", "method": "ωB97M-V/def2-TZVPD", "energy_ha": -287.3017, "homo_lumo_gap_ev": 8.42, "e_above_lowest_kj_mol": 749.63, "total_charge": 0, "species": ["C", "C", "C", "C", "C", "C", "N", "H", "H", "H", "H", "H", "H", "H"], "coordinates": [[2.43343, 0.72998, -0.08402], [-1.09635, 0.90001, -0.52820], [-1.85640, 0.70687, 0.74085], [1.20227, 0.16824, 0.09668], [-0.05663, -0.15763, 0.01526], [-0.48390, -1.62304, 0.18346], [2.47953, -0.50954, 0.27335], [2.97522, 1.58284, -0.25999], [-1.57994, 0.49387, -1.54937], [-0.59375, 1.82087, -0.75905], [-1.71951, 1.62743, 1.26405], [-1.21523, -1.67814, 1.00992], [0.45675, -2.09402, 0.29412], [-0.94551, -1.96772, -0.69705]], "mulliken_charge": [-0.4816, -0.3245, -0.5055, 0.5428, 0.3658, -1.1940, -0.5161, 0.3533, 0.2143, 0.3520, 0.1456, 0.3369, 0.4241, 0.2871]}

{"formula": "C5H7I", "method": "ωB97M-V/def2-TZVPD", "energy_ha": -492.2640, "homo_lumo_gap_ev": 9.31, "e_above_lowest_kj_mol": 221.47, "total_charge": 0, "species": ["C", "C", "C", "C", "C", "I", "H", "H", "H", "H", "H", "H", "H"], "coordinates": [[-0.57268, -1.72217, -0.11065], [-0.14270, -0.95792, -1.13433], [-0.09611, -0.79958, 0.95500], [0.47384, -0.03079, -0.16438], [-0.22382, 1.89762, -0.15438], [2.66355, 0.10866, 0.05114], [-1.07291, -2.76348, -0.07190], [-0.08869, -0.92549, -2.16022], [-0.70831, -0.20335, 1.56839], [0.68632, -1.11188, 1.65366], [-0.11163, 2.19224, 0.82545], [-1.35021, 1.95807, -0.48493], [0.54334, 2.35808, -0.77285]], "mulliken_charge": [-0.0939, -0.8099, -0.9060, 0.4133, -0.9602, 0.0201, 0.3127, 0.4953, 0.2180, 0.3066, 0.3873, 0.2583, 0.3582]}

{"formula": "C3H4N2O", "method": "ωB97M-V/def2-TZVPD", "energy_ha": -301.2818, "smiles": "C#[N+][O-].C#CN", "homo_lumo_gap_ev": 9.92, "e_above_lowest_kj_mol": 539.29, "total_charge": 0, "species": ["C", "N", "O", "H", "C", "C", "N", "H", "H", "H"], "coordinates": [[-0.42049, -1.27930, -1.39333], [0.01626, -0.56370, -2.19407], [0.43971, 0.15580, -3.06007], [-0.65390, -1.78553, -0.48374], [0.70160, 1.62250, 0.37878], [0.23663, 0.70249, 1.00216], [-0.25712, -0.38596, 1.66263], [1.11385, 2.43304, -0.17899], [-1.26749, -0.43420, 1.65586], [0.09095, -0.46514, 2.61078]], "mulliken_charge": [-0.2314, 0.4367, -0.5878, 0.3713, -0.5906, 0.2268, -0.5543, 0.4215, 0.2595, 0.2483]}